# 1
{
  "formula": "C33H37CsN4",
  "method": "the ωB97M-V functional and the def2-TZVPD basis",
  "symbols": ["Cs", "C", "C", "N", "C", "C", "C", "C", "C", "C", "C", "C", "C", "N", "C", "H", "H", "H", "H", "H", "H", "H", "H", "C", "C", "C", "C", "C", "C", "C", "C", "C", "C", "C", "C", "N", "C", "C", "C", "C", "C", "N", "C", "C", "C", "C", "H", "H", "H", "H", "H", "H", "H", "H", "H", "H", "H", "H", "H", "H", "H", "H", "H", "H", "H", "H", "H", "H", "H", "H", "H", "H", "H", "H", "H"],
  "xyz": [[-0.157, 0.557, -0.464], [2.810, 4.943, -1.748], [2.123, 3.739, -1.546], [1.116, 3.599, -0.712], [0.716, 4.675, -0.007], [1.340, 5.930, -0.135], [2.413, 6.042, -1.035], [0.886, 7.050, 0.636], [-0.144, 6.922, 1.495], [-0.810, 5.663, 1.656], [-1.889, 5.510, 2.543], [-2.496, 4.288, 2.658], [-2.009, 3.231, 1.878], [-1.002, 3.339, 1.039], [-0.397, 4.538, 0.919], [3.630, 4.988, -2.451], [2.420, 2.854, -2.100], [2.910, 6.997, -1.153], [1.391, 8.000, 0.510], [-0.491, 7.765, 2.079], [-2.227, 6.360, 3.122], [-3.329, 4.128, 3.328], [-2.475, 2.253, 1.952], [-0.506, -5.918, 2.419], [-0.385, -4.528, 1.801], [-1.565, -3.655, 2.239], [0.921, -3.816, 2.126], [1.697, -4.219, 3.207], [2.811, -3.501, 3.609], [3.151, -2.344, 2.935], [2.410, -1.906, 1.842], [2.772, -0.587, 1.182], [2.340, 0.585, 2.062], [4.254, -0.474, 0.827], [1.307, -2.661, 1.411], [0.540, -2.191, 0.326], [0.425, -2.948, -0.718], [-0.395, -2.722, -1.855], [-0.526, -3.636, -2.915], [-1.443, -3.076, -3.793], [-1.829, -1.847, -3.216], [-1.203, -1.620, -2.056], [-2.851, -0.877, -3.765], [-2.644, 0.525, -3.190], [-2.739, -0.795, -5.291], [-4.260, -1.361, -3.394], [-1.411, -6.402, 2.050], [-0.582, -5.874, 3.508], [0.345, -6.552, 2.163], [-0.460, -4.659, 0.722], [-1.529, -3.490, 3.319], [-2.514, -4.137, 1.999], [-1.539, -2.685, 1.741], [1.418, -5.109, 3.756], [3.400, -3.839, 4.453], [4.008, -1.766, 3.261], [2.219, -0.538, 0.244], [2.951, 0.623, 2.968], [1.303, 0.496, 2.393], [2.470, 1.535, 1.534], [4.883, -0.480, 1.718], [4.448, 0.463, 0.299], [4.570, -1.298, 0.187], [0.991, -3.887, -0.756], [-0.009, -4.580, -3.009], [-1.794, -3.499, -4.722], [-1.630, 0.883, -3.382], [-2.832, 0.553, -2.114], [-3.345, 1.220, -3.661], [-1.745, -0.454, -5.589], [-3.480, -0.099, -5.694], [-2.909, -1.768, -5.752], [-4.362, -1.436, -2.309], [-4.450, -2.349, -3.815], [-5.024, -0.673, -3.769]],
  "energy_ev": -41331.647,
  "homo_lumo_gap_ev": 5.942,
  "e_homo_ev": -6.3835,
  "relative_energy_kj_mol": 0.0
}

***

# 2
{
  "formula": "C33H37F11N6O6S3SeSiW",
  "method": "the ωB97M-V functional and the def2-TZVPD basis",
  "symbols": ["W", "C", "O", "C", "C", "C", "C", "C", "C", "N", "N", "C", "C", "C", "C", "O", "C", "N", "C", "C", "C", "C", "H", "H", "H", "H", "H", "H", "H", "H", "H", "H", "H", "H", "F", "C", "F", "F", "S", "O", "O", "N", "S", "O", "O", "C", "F", "F", "F", "C", "N", "C", "C", "C", "N", "C", "C", "H", "H", "H", "H", "H", "H", "H", "H", "H", "H", "H", "H", "H", "H", "H", "H", "F", "C", "C", "F", "C", "F", "C", "S", "C", "F", "C", "F", "C", "Si", "C", "C", "Se", "H", "H", "H", "H", "H", "H", "H", "H", "H"],
  "xyz": [[0.654, -1.368, -0.313], [-1.111, 6.794, 2.071], [-1.415, 5.748, 2.972], [-2.382, 4.871, 2.617], [-3.186, 4.995, 1.489], [-4.182, 4.065, 1.242], [-4.356, 2.972, 2.080], [-3.541, 2.846, 3.207], [-2.584, 3.797, 3.483], [-5.407, 2.065, 1.786], [-5.194, 0.863, 1.601], [-3.880, 0.325, 1.618], [-3.322, -0.207, 2.757], [-1.999, -0.659, 2.775], [-1.271, -0.640, 1.611], [0.040, -0.959, 1.535], [-1.889, -0.287, 0.397], [-1.132, -0.490, -0.752], [-1.658, 0.020, -1.871], [-2.884, 0.663, -1.940], [-3.670, 0.786, -0.825], [-3.177, 0.274, 0.391], [-0.299, 7.354, 2.526], [-1.968, 7.457, 1.922], [-0.782, 6.397, 1.107], [-3.044, 5.804, 0.789], [-4.799, 4.159, 0.359], [-3.699, 2.031, 3.898], [-1.958, 3.713, 4.360], [-3.909, -0.229, 3.665], [-1.533, -0.987, 3.694], [-1.069, -0.103, -2.770], [-3.196, 1.072, -2.890], [-4.635, 1.271, -0.864], [4.226, -3.939, 2.230], [4.128, -2.630, 2.477], [4.319, -2.427, 3.772], [5.083, -2.007, 1.790], [2.448, -2.039, 1.950], [2.568, -2.116, 0.469], [1.576, -2.984, 2.560], [2.499, -0.593, 2.510], [1.840, 0.650, 1.769], [0.887, 1.416, 2.469], [1.758, 0.354, 0.317], [3.402, 1.678, 1.682], [3.315, 2.599, 0.730], [3.734, 2.241, 2.826], [4.392, 0.841, 1.313], [1.497, -4.513, -2.658], [1.026, -3.133, -2.784], [-0.357, -3.162, -3.287], [1.872, -2.452, -3.747], [1.671, -0.960, -3.662], [1.885, -0.427, -2.295], [3.306, -0.643, -1.928], [1.683, 1.038, -2.420], [1.501, -5.013, -3.635], [0.838, -5.058, -1.988], [2.503, -4.526, -2.239], [-0.386, -3.457, -4.344], [-0.832, -2.191, -3.170], [-0.936, -3.877, -2.708], [1.647, -2.786, -4.770], [2.914, -2.702, -3.549], [0.657, -0.707, -3.978], [2.362, -0.466, -4.353], [3.960, -0.222, -2.699], [3.523, -1.701, -1.803], [3.521, -0.143, -0.990], [2.286, 1.429, -3.248], [1.983, 1.547, -1.513], [0.637, 1.265, -2.602], [2.307, 7.101, -2.810], [1.658, 6.082, -2.229], [1.782, 5.849, -0.868], [2.562, 6.656, -0.135], [1.121, 4.793, -0.273], [1.258, 4.633, 1.048], [0.322, 3.891, -0.998], [-0.431, 2.527, -0.281], [0.208, 4.181, -2.369], [-0.550, 3.385, -3.153], [0.851, 5.241, -2.974], [0.710, 5.453, -4.292], [-0.760, -6.810, -0.353], [-0.545, -5.654, 1.137], [1.024, -5.999, 2.128], [-2.124, -5.350, 2.123], [-0.210, -3.487, 0.103], [-1.112, -7.790, -0.030], [0.182, -6.952, -0.880], [-1.483, -6.396, -1.056], [0.972, -6.940, 2.679], [1.183, -5.182, 2.829], [1.896, -6.031, 1.474], [-2.518, -6.255, 2.585], [-2.884, -4.928, 1.466], [-1.916, -4.620, 2.906]],
  "energy_ev": -193490.799,
  "homo_lumo_gap_ev": [5.072, 4.966],
  "multiplicity": 3,
  "e_homo_ev": [-6.3173, -6.3162],
  "s_squared": 2.036,
  "relative_energy_kj_mol": 184.9
}

***

# 3
{
  "formula": "C33H37N2O3PRhSi",
  "method": "the ωB97M-V functional and the def2-TZVPD basis",
  "symbols": ["Rh", "N", "C", "C", "O", "N", "C", "C", "O", "O", "H", "H", "H", "H", "H", "H", "C", "C", "C", "C", "C", "C", "C", "P", "C", "C", "C", "C", "C", "C", "C", "C", "C", "C", "C", "C", "C", "C", "H", "H", "H", "H", "H", "H", "H", "H", "H", "H", "H", "H", "H", "H", "H", "H", "H", "H", "H", "H", "C", "Si", "C", "C", "C", "C", "C", "C", "C", "H", "H", "H", "H", "H", "H", "H", "H", "H", "H", "H"],
  "xyz": [[-1.746, 0.393, 0.136], [-4.012, -1.435, 1.715], [-4.500, -0.382, 2.591], [-4.201, 1.049, 2.161], [-4.839, 1.911, 2.786], [-3.335, 1.313, 1.174], [-3.311, 2.741, 0.846], [-2.768, 3.038, -0.543], [-3.123, 4.048, -1.132], [-1.899, 2.194, -1.014], [-4.607, -1.515, 0.901], [-4.002, -2.331, 2.186], [-4.068, -0.503, 3.586], [-5.586, -0.399, 2.734], [-2.674, 3.291, 1.555], [-4.305, 3.171, 0.932], [2.934, -1.016, -2.527], [2.273, 0.299, -2.870], [2.955, 1.129, -3.756], [2.469, 2.374, -4.120], [1.256, 2.808, -3.612], [0.551, 1.998, -2.735], [1.051, 0.755, -2.341], [0.012, -0.265, -1.211], [1.191, -0.982, -0.043], [1.098, -2.313, 0.251], [1.545, -2.997, 1.396], [1.899, -2.442, 2.642], [1.833, -1.135, 3.026], [1.455, 0.083, 2.261], [2.066, 1.281, 3.017], [-0.666, -1.494, -2.389], [-0.031, -2.026, -3.516], [-0.684, -2.932, -4.329], [-1.989, -3.315, -4.028], [-2.640, -2.742, -2.953], [-2.005, -1.793, -2.143], [-2.763, -1.076, -1.070], [3.575, -1.329, -3.354], [2.231, -1.817, -2.318], [3.563, -0.908, -1.643], [3.898, 0.783, -4.165], [3.035, 2.995, -4.804], [0.851, 3.771, -3.895], [-0.396, 2.332, -2.331], [0.589, -2.926, -0.490], [1.516, -4.080, 1.346], [2.192, -3.153, 3.408], [2.075, -0.950, 4.069], [1.799, 1.222, 4.073], [1.719, 2.240, 2.645], [3.159, 1.266, 2.942], [0.968, -1.717, -3.785], [-0.182, -3.333, -5.201], [-2.502, -4.038, -4.651], [-3.672, -2.999, -2.743], [-3.271, -1.805, -0.443], [-3.512, -0.412, -1.517], [-0.921, 1.743, 3.379], [-0.550, 0.299, 2.218], [-1.152, -1.205, 3.199], [2.014, 0.038, 0.766], [3.461, -0.394, 0.785], [4.492, 0.435, 0.496], [4.277, 1.764, 0.057], [2.956, 2.230, -0.079], [1.893, 1.440, 0.220], [-0.523, 1.552, 4.379], [-2.006, 1.849, 3.453], [-0.525, 2.696, 3.025], [-0.528, -1.348, 4.084], [-1.127, -2.120, 2.607], [-2.173, -1.034, 3.530], [3.659, -1.418, 1.068], [5.507, 0.059, 0.566], [5.114, 2.405, -0.183], [2.778, 3.237, -0.436], [0.889, 1.849, 0.155]],
  "energy_ev": -64118.351,
  "homo_lumo_gap_ev": [6.439, 6.527],
  "charge": -1,
  "multiplicity": 5,
  "e_homo_ev": [-3.8759, -5.0689],
  "s_squared": 6.092,
  "relative_energy_kj_mol": 0.0
}